The following is a DFT calculation (ωB97M-V/def2-TZVPD) of a molecular structure, C16H8BF7NPtS2 in a non-equilibrium geometry.

Element x y z (Å)
Pt  0.50009  -0.88961  1.54367
S  -0.30171  -3.26384  1.44656
C  1.03235  -3.31446  0.44951
N  1.55441  -2.16987  -0.07760
C  2.76164  -2.37443  -0.67659
C  3.69776  -1.44338  -1.12844
C  4.89026  -1.90017  -1.58153
C  5.21340  -3.25341  -1.74531
C  4.31176  -4.21873  -1.34469
C  3.18696  -3.77399  -0.70033
S  1.93172  -4.73129  0.16753
H  3.54011  -0.40918  -0.93485
H  5.56294  -1.22946  -2.01593
H  6.17894  -3.60321  -2.20668
H  4.48248  -5.30305  -1.37575
F  -6.37437  4.48134  -2.10418
C  -5.86468  4.68610  -0.81391
F  -6.96455  4.55895  -0.05537
F  -5.44584  5.96482  -0.66830
C  -4.80263  3.66605  -0.62170
C  -3.55911  4.08945  -0.18749
C  -2.59408  3.13448  0.01686
C  -2.86082  1.72310  -0.12913
C  -4.15504  1.40054  -0.50573
C  -5.09344  2.36749  -0.81789
C  -1.86744  0.76419  0.23531
C  -0.94535  0.15141  0.75605
H  -3.38658  5.02880  0.14673
H  -1.63709  3.14988  0.52739
H  -4.44838  0.32512  -0.52861
H  -6.03770  1.98069  -1.10330
F  4.78944  -1.64239  2.90662
B  3.52122  -1.14923  3.20326
F  2.44389  -1.65606  2.43963
F  3.44646  0.24911  2.95227
F  3.29297  -1.39578  4.53192

Forces on atoms 1 to 3 (eV/Å):
0.557 0.032 -0.473
-0.885 0.357 0.642
1.291 1.645 -1.248

Values from the calculation:
Net charge: -1
E_tot, Eh: -2309.10179
Frontier orbital gap (spin up / spin down), eV: 7.910 / 6.682
M, g/mol: 617.3
2S+1: 3
E_HOMO (spin up / spin down), hartree: -0.1992 / -0.2049

Which charges does Löwdin predict for the atoms? In e, they are: number 1, Pt, carries 0.982; number 2, S, carries 0.565; number 3, C, carries -1.214; number 4, N, carries -0.094; number 5, C, carries -0.289; number 6, C, carries -0.016; number 7, C, carries -0.102; number 8, C, carries -0.099; number 9, C, carries -0.126; number 10, C, carries -0.404; number 11, S, carries 1.012; number 12, H, carries 0.113; number 13, H, carries 0.083; number 14, H, carries 0.115; number 15, H, carries 0.110; number 16, F, carries 0.074; number 17, C, carries -0.527; number 18, F, carries 0.136; number 19, F, carries 0.128; number 20, C, carries -0.161; number 21, C, carries -0.007; number 22, C, carries 0.007; number 23, C, carries -0.248; number 24, C, carries -0.029; number 25, C, carries -0.031; number 26, C, carries -0.158; number 27, C, carries -0.284; number 28, H, carries 0.084; number 29, H, carries 0.115; number 30, H, carries 0.131; number 31, H, carries 0.116; number 32, F, carries 0.117; number 33, B, carries -1.280; number 34, F, carries -0.014; number 35, F, carries 0.058; number 36, F, carries 0.134